No. 1
53
Properties=species:S:1:pos:R:3:forces:R:3 method="wB97M-V/def2-TZVPD" homo_energy_ev=-7.32 de_lowest_kcal_mol=1.9 gap_ha=0.34319 total_charge=-1
O 1.362170 -2.376868 -1.837792 -0.13 0.58 -1.27
O -2.068830 -2.054868 1.934208 1.73 -0.25 -0.17
O 3.037170 1.952132 -0.118792 2.03 0.06 0.86
O 0.598170 -2.098868 3.647208 0.01 -0.41 -0.81
O -1.386830 2.903132 0.404208 -0.56 0.53 0.59
O 0.325170 2.556132 -2.275792 -0.16 1.89 -0.43
O -1.225830 0.578132 -0.783792 0.53 -0.84 0.70
O -0.120830 0.202132 1.088208 0.26 -0.48 1.95
O -2.021830 -2.485868 -0.798792 0.08 -0.77 -1.37
O 1.008170 -0.276868 -3.808792 -0.40 0.90 0.49
O 0.827170 -3.139868 0.643208 2.43 -0.41 0.84
O -2.321830 2.629132 -2.692792 0.21 1.01 -0.85
O -1.567830 -0.856868 -3.187792 -1.55 0.39 0.78
O -1.586830 1.158132 3.248208 0.15 -0.94 0.39
O -3.245830 0.590132 0.763208 -2.32 0.23 0.91
O 2.503170 -0.890868 2.065208 0.51 -0.08 -0.53
O 1.403170 1.150132 3.604208 -0.03 0.23 -0.15
O 0.909170 0.230132 -0.899792 2.29 -0.56 0.12
O 3.303170 0.514132 -2.521792 0.15 -2.46 -0.87
C -0.113830 0.294132 -0.237792 -1.68 0.81 -1.51
H 0.904170 -2.588868 1.420208 -0.17 0.01 0.32
H -0.058830 -3.120868 0.383208 -2.46 0.05 -0.73
H 1.221170 -1.076868 -4.255792 0.52 -1.00 -0.51
H 2.926170 -1.098868 1.224208 -0.40 0.17 -0.69
H 3.172170 -1.226868 2.655208 0.31 -0.15 0.79
H 1.055170 -1.487868 -1.563792 0.54 -0.69 0.04
H -2.744830 0.489132 1.558208 -0.10 -0.20 1.07
H 2.444170 1.236132 -0.250792 -1.00 -1.43 -0.48
H -2.333830 3.064132 0.250208 0.50 0.09 0.07
H 0.990170 2.728132 -2.941792 0.12 -0.30 -0.19
H 1.225170 -1.496868 3.231208 -0.13 0.08 -0.26
H -1.345830 2.621132 -2.551792 -0.58 -0.20 0.11
H 3.311170 1.399132 -2.262792 -0.13 2.02 0.85
H -1.302830 1.004132 2.342208 0.50 -0.02 -0.16
H 0.718170 0.001132 1.585208 -0.67 0.32 -1.22
H -2.554830 0.539132 0.130208 1.13 -0.34 -1.60
H 2.375170 0.212132 -2.612792 0.49 0.28 -0.28
H -2.064830 -0.259868 -2.568792 1.03 -0.43 -0.66
H 2.264170 0.958132 3.204208 -0.39 0.44 -0.19
H -1.318830 1.977132 0.117208 -0.07 0.44 -0.26
H 2.509170 2.705132 -0.256792 -1.10 1.62 -0.20
H -2.901830 -1.978868 2.319208 -2.81 0.15 0.33
H 0.959170 1.834132 3.063208 0.43 -0.55 0.37
H 0.222170 -0.532868 -3.297792 -0.08 0.24 -0.29
H -2.236830 -1.526868 -3.389792 0.37 -0.06 -0.07
H -1.475830 -1.835868 -1.255792 -0.02 0.03 0.06
H -2.696830 1.927132 -2.188792 -0.09 -0.67 0.64
H 0.582170 -1.776868 4.530208 -0.32 0.36 1.27
H 0.516170 1.732132 -1.860792 0.48 -1.47 0.30
H -2.012830 -2.294868 0.124208 -0.09 0.62 1.20
H -1.552830 -1.850868 2.714208 1.21 0.04 0.06
H 1.509170 -2.888868 -1.050792 -0.11 -0.01 0.67
H -1.919830 2.038132 3.222208 -0.50 1.13 -0.04



No. 2
52
Properties=species:S:1:pos:R:3:forces:R:3 method="wB97M-V/def2-TZVPD" homo_energy_ev=-7.45 de_lowest_kcal_mol=0.0 gap_ha=0.36751 total_charge=-1
O 0.779619 -2.009546 -3.489620 1.10 0.73 -0.51
O 2.101691 -0.822563 3.782497 -0.47 0.53 0.12
O -2.426790 2.068825 1.820500 -0.36 -0.13 -0.82
O 2.434123 1.044289 1.906504 -0.64 -0.76 -0.03
O -2.388477 2.682341 -0.818122 -1.46 -0.43 -0.29
O -2.736229 -0.992473 -1.399428 0.00 -0.34 -0.14
O -0.465054 -2.036345 1.099206 -0.88 -0.17 -0.11
O 2.037950 2.451677 -0.370291 -0.33 0.16 0.07
O -0.409725 1.520195 3.174820 -0.04 0.67 -0.46
O 2.485300 -0.231587 -2.194872 0.46 0.08 -0.30
O -1.250814 -0.388825 -3.450550 -0.54 -0.29 0.00
O -0.451559 -1.121404 3.651864 -0.59 0.86 -0.65
O -2.276775 -0.362868 0.933945 -1.59 -0.40 0.71
O 4.486150 0.999171 -0.375976 0.04 -0.14 0.68
O -0.384766 2.049655 -2.378321 0.11 -0.01 -0.13
O -1.331257 -3.963737 -1.087326 -0.15 -0.70 -0.73
N 0.021920 -0.148146 -0.437097 0.19 0.54 0.84
C 0.450505 -1.346110 0.265855 0.39 -0.20 -0.04
H 2.315233 -0.847984 -2.930336 -0.18 0.11 0.50
H -0.377675 0.553698 0.216005 0.28 -0.81 -0.42
H 2.049312 -1.613583 3.243786 -0.02 -0.44 0.10
H 0.114791 1.475607 -1.761174 0.23 0.42 -0.19
H -1.861816 -3.379004 -1.641012 0.16 0.24 0.37
H 0.166289 2.810666 -2.583421 0.42 -0.27 0.06
H 3.300131 1.167434 2.305892 -0.18 -0.06 0.31
H -0.419599 -1.251694 2.670966 0.08 -0.84 0.67
H 1.121810 -0.652378 3.972348 0.84 -0.72 -0.17
H -0.712831 -0.370796 -1.080518 -0.42 -0.19 -0.28
H -1.396361 -1.558776 1.174781 1.23 0.26 -0.71
H -1.134732 1.948133 2.583535 0.41 -0.70 0.79
H -0.721980 -0.172378 3.610811 0.06 -0.09 0.45
H -3.645259 -1.182152 -1.613026 -0.43 -0.08 0.16
H 0.567681 -2.889491 -3.209132 -0.68 -0.28 0.40
H -3.087876 -0.434684 1.470209 0.34 -0.36 -0.23
H 4.113042 0.561732 0.410798 0.17 0.19 -0.53
H 3.793798 0.853519 -1.036791 -0.04 -0.22 -0.31
H 2.937239 2.558128 -0.033943 0.05 0.06 -0.33
H -2.469253 1.125062 1.442778 0.44 0.81 0.41
H -1.171726 0.543212 -3.199374 0.03 -0.03 -0.05
H 1.284083 -1.057167 0.917095 0.14 -0.06 -0.33
H -2.254173 2.551761 0.989505 -0.34 0.06 0.18
H 1.685514 -0.247708 -1.652848 -0.16 0.05 -0.02
H -1.667738 2.918067 -1.406127 0.30 -0.36 -0.24
H 1.717418 1.779465 0.251412 0.04 0.18 -0.18
H 0.414290 1.637966 2.687112 0.15 0.07 0.19
H 0.813370 -2.077868 -0.490359 -0.03 0.57 0.33
H -2.892564 1.983826 -1.305657 0.78 0.80 0.71
H -2.622571 -0.811763 -0.361412 -0.10 0.34 -0.11
H 2.047126 0.230428 2.344841 1.00 0.97 0.16
H -1.898548 -0.802774 -2.814942 0.53 0.74 -0.28
H 0.080874 -1.319658 -3.351758 -0.25 -0.86 -0.14
H -0.863108 -3.421393 -0.453634 -0.10 0.52 0.50



No. 3
6
Properties=species:S:1:pos:R:3:forces:R:3 method="wB97M-V/def2-TZVPD" homo_energy_ev=-22.60 de_lowest_kcal_mol=0.0 gap_ha=0.21681 total_charge=+2
Al -2.259602 -0.739840 -0.256387 1.08 0.21 0.60
O -0.666162 -0.421320 0.500343 -1.72 -1.17 0.80
C 0.483058 0.127360 0.044813 -0.09 0.27 -3.16
H 0.973968 -0.464870 -0.727447 0.12 -0.28 0.21
H 1.245698 0.385540 0.779533 0.12 0.08 1.52
H 0.223038 1.113130 -0.340857 0.49 0.89 0.02